A 13-piece molecular cluster, C42H113N3O16 overall. Source: the Open Molecules 2025 dataset; level of theory: ωB97M-V/def2-TZVPD.

XYZ file:
```
174
Properties=species:S:1:pos:R:3
C -5.10313 -1.67306 -3.32150
O -4.26139 -0.70219 -2.90552
H -4.80348 -2.05468 -4.29755
H -5.07754 -2.60745 -2.76083
H -6.11715 -1.27377 -3.34244
H -3.87071 -0.99699 -2.07966
C -4.89604 6.28040 -0.22441
O -5.89232 6.83898 0.62505
H -4.57016 5.52067 0.48602
H -5.34210 5.78306 -1.08568
H -4.09225 6.91445 -0.59860
H -5.56423 7.70818 0.86681
C -0.62049 -4.85508 2.75430
O 0.43145 -5.46709 3.52730
H -0.78299 -5.34573 1.79463
H -1.55896 -4.80164 3.30613
H -0.23657 -3.85369 2.55955
H 0.89629 -4.78839 4.02216
C -0.09075 4.76009 3.09585
O 0.17336 5.67161 1.99887
C -0.63089 5.61448 0.85543
C 0.11490 6.37865 -0.29416
N 1.02317 5.43540 -0.96742
C 2.00561 4.68462 -0.21579
C 3.14351 5.66513 0.37435
O 3.35322 6.58716 -0.74302
C 4.23204 7.67205 -0.38225
H 0.12890 5.29290 4.02104
H 0.67015 3.98060 3.05669
H -1.09923 4.35344 3.02046
H -1.61578 6.03277 1.06311
H -0.79094 4.57627 0.56459
H 0.53687 7.24983 0.20693
H -0.64540 6.68099 -1.01432
H 1.66190 6.10370 -1.37424
H 2.42376 3.96998 -0.92469
H 1.60736 4.18654 0.66818
H 4.00525 5.07316 0.68269
H 2.74245 6.23161 1.21480
H 5.02148 7.48206 0.34493
H 3.53868 8.46610 -0.10506
H 4.71537 8.00199 -1.30183
C 10.24527 -2.55406 -1.77569
O 9.14274 -2.00505 -1.17901
C 9.06500 -0.61643 -1.27291
C 7.64639 0.02081 -1.12675
N 6.89214 -0.53943 0.04892
C 5.43203 -0.32445 0.14873
C 5.02526 1.15666 0.05102
O 3.69996 1.40209 0.56338
C 2.61379 0.84523 -0.19436
H 10.36116 -3.62148 -1.58784
H 11.19930 -2.24354 -1.34967
H 10.36798 -2.18527 -2.79404
H 9.49963 -0.15435 -2.15930
H 9.75614 -0.17620 -0.55415
H 7.08401 -0.40820 -1.95608
H 7.48545 1.09829 -1.16179
H 7.16319 -1.50287 0.18462
H 5.03413 -0.71157 1.08677
H 4.89234 -0.90893 -0.59640
H 5.10826 1.43891 -0.99853
H 5.68492 1.83937 0.58660
H 2.49809 1.34644 -1.15535
H 1.70089 1.01227 0.37732
H 2.64735 -0.24423 -0.18750
C -3.91657 2.49246 0.49817
O -2.96076 1.40532 0.48708
C -2.16339 1.25725 -0.68176
C -1.41738 -0.03820 -0.67789
N -2.47824 -1.06584 -0.69692
C -1.96856 -2.42542 -0.47656
C -0.85096 -2.83943 -1.48679
O 0.48800 -2.25402 -1.25846
C 1.11141 -2.87251 -0.18596
H -3.46721 3.45142 0.24016
H -4.50530 2.60095 1.40907
H -4.54645 2.24592 -0.35657
H -1.55857 2.15714 -0.79351
H -2.75502 1.19313 -1.59498
H -0.72276 -0.17875 0.15027
H -0.82026 -0.12713 -1.58544
H -3.17953 -0.74520 -0.04462
H -2.84237 -3.06599 -0.59580
H -1.58159 -2.52279 0.53778
H -1.17620 -2.68970 -2.51630
H -0.93614 -3.92245 -1.39785
H 1.08543 -3.95700 -0.29228
H 0.57909 -2.62878 0.73346
H 2.12980 -2.49663 -0.08751
C -3.97212 -1.44717 2.41025
C -2.64054 -0.93406 2.88177
C -2.76292 -0.02811 4.16289
O -1.93373 -2.07173 3.34911
H -4.79730 -0.91745 2.88626
H -4.16807 -2.48649 2.67392
H -4.07328 -1.30712 1.33403
H -1.98708 -0.45614 2.15192
H -2.78774 1.02123 3.86899
H -1.86552 -0.18659 4.76093
H -3.49169 -0.29016 4.92992
H -2.66684 -2.58612 3.69487
C 2.07001 -0.26387 -4.09956
C 1.87093 -1.76942 -4.37147
C 2.76695 -2.20429 -5.53416
O 2.25628 -2.37952 -3.20825
H 1.42022 0.03257 -3.27615
H 1.90086 0.32915 -4.99835
H 3.13306 -0.05048 -3.98777
H 0.81437 -1.99891 -4.50973
H 3.83052 -1.98046 -5.45166
H 2.37207 -1.89501 -6.50189
H 2.78860 -3.29399 -5.52041
H 1.60223 -2.25322 -2.51697
C 2.61587 -9.19750 0.76476
C 3.15133 -7.81671 0.43811
C 2.11996 -6.74106 0.78964
O 4.27843 -7.69137 1.28694
H 3.25058 -10.02751 0.45441
H 1.61412 -9.30548 0.34890
H 2.45941 -9.25407 1.84199
H 3.44580 -7.68254 -0.60275
H 2.41962 -5.71953 0.55561
H 1.84843 -6.82281 1.84211
H 1.16200 -6.88654 0.29039
H 4.86251 -7.09396 0.81413
C -7.19753 1.72413 3.11889
C -7.66503 3.12603 2.61342
C -7.85475 3.21904 1.08253
O -8.90804 3.33412 3.22542
H -6.12165 1.72330 3.29376
H -7.44161 1.13950 2.23191
H -7.72908 1.52876 4.05023
H -6.90145 3.84446 2.91158
H -7.16709 2.65487 0.45250
H -7.77942 4.26193 0.77462
H -8.82585 2.91082 0.69514
H -9.16917 4.17223 2.83685
C -4.83373 -5.84320 -0.72747
C -3.39284 -6.53662 -0.88102
C -2.70863 -6.29772 -2.19809
O -2.61229 -6.13387 0.27673
H -5.39391 -6.56515 -0.13326
H -5.45099 -5.86745 -1.62552
H -4.80829 -4.84499 -0.29039
H -3.54543 -7.59900 -0.69086
H -2.35836 -5.26608 -2.23193
H -3.42501 -6.55918 -2.97689
H -1.85438 -6.95830 -2.34638
H -2.71462 -6.80542 0.95507
C 0.11364 5.50860 -4.47230
C -0.77454 4.42254 -3.92124
C -0.21784 3.01928 -4.20622
O -1.13984 4.71349 -2.61022
H 0.40677 5.33181 -5.50716
H 0.97987 5.65459 -3.82697
H -0.48649 6.41538 -4.54768
H -1.75301 4.35314 -4.39650
H -0.25626 2.79178 -5.27153
H -0.69552 2.21004 -3.65391
H 0.81112 2.91711 -3.86139
H -0.39384 4.84243 -2.01993
C 1.17764 -0.50136 5.69541
C 1.35112 -0.26810 4.19883
C 2.63497 0.44432 4.02656
O 1.33255 -1.51447 3.60665
H 0.12800 -0.73853 5.86898
H 1.36186 0.42035 6.24732
H 1.74786 -1.36284 6.04297
H 0.62518 0.40927 3.74909
H 3.03106 0.34298 3.01614
H 3.42600 0.14345 4.71348
H 2.51037 1.52525 4.09112
H 0.47619 -1.50070 3.17298
```

Its HOMO-LUMO gap is 8.698 eV. As for the spin multiplicity: 1. The calculation puts the energy above the lowest of the compared OMol25 structures with the same formula, charge and spin at 500.1 kJ/mol. The total charge is 0.